No. 1
Here is a structure of composition C10H7NS3 in a non-equilibrium geometry from OMol25. Energies are from ωB97M-V/def2-TZVPD.

Geometry as XYZ:
```
21
Properties=species:S:1:pos:R:3
C 1.50280 -4.38475 -0.02520
C -1.26524 2.21437 1.26409
C -2.07530 1.85604 0.27859
C -0.08945 1.52845 1.48953
C -1.86848 0.74203 -0.47394
C 1.43366 -0.27801 0.68462
C 0.23531 0.41218 0.68608
C -0.66214 0.05769 -0.27378
C 1.38182 -1.20803 -0.28603
C 2.46494 -3.46513 -1.54231
N 0.97889 -4.79698 0.90897
S -0.12493 -1.34161 -1.24225
S 1.33141 -3.56954 -2.86877
S 2.91832 -1.86289 -0.83943
H -1.38922 3.06562 1.78575
H -3.05967 2.48767 0.20664
H 0.50513 1.75663 2.39176
H -2.48874 0.59625 -1.32278
H 2.38263 -0.00009 1.07530
H 3.37480 -3.94265 -1.77016
H 1.77930 -2.68445 -3.72847
```

The value obtained for the frontier orbital gap is 0.29476 Ha. Its total energy is -1634.45021 a.u. The calculation puts the energy relative to the best compared isomer or geometry (same formula, charge and spin) at 1.073 eV.

Here are the Löwdin charges for atoms 1 to 4, given in e: atom 1 (C): -0.19, atom 2 (C): -0.12, atom 3 (C): -0.12, atom 4 (C): 0.01

***

No. 2
Here is a cluster of 3 separate species, C10H18F10NO10P2S in total in a non-equilibrium geometry from OMol25. Energies are from ωB97M-V/def2-TZVPD.

Geometry as XYZ:
```
52
Properties=species:S:1:pos:R:3
O 3.18463 -0.27440 2.65200
S 3.59911 0.74953 1.70655
O 5.03218 0.94238 1.78226
N 3.05016 0.64923 0.22081
F 3.68346 -0.55366 -0.26051
C 2.83446 2.35534 2.29626
F 3.85166 3.25406 2.26265
F 2.51038 2.25367 3.59317
C 1.69784 3.03455 1.46623
F 1.29548 4.11920 2.17860
F 2.27306 3.52868 0.35185
C 0.41329 2.24093 1.00546
F -0.62167 3.12401 1.05741
F 0.51306 1.90005 -0.28221
C -0.04374 0.99004 1.81094
F -1.36255 0.84330 1.56009
F 0.06168 1.14467 3.11942
F 0.51240 -0.11212 1.39608
C 0.79416 -2.82694 3.31817
O -0.64079 -2.65734 3.40289
P -1.65012 -3.89725 3.40038
O -2.86931 -3.37578 4.04696
O -0.74600 -4.85460 4.34607
C -0.93943 -4.79732 5.75495
O -2.09562 -5.14224 2.47863
C -3.44826 -5.17883 2.01352
H 1.19835 -2.06091 2.66230
H 1.21929 -2.69646 4.31128
H 1.06751 -3.80436 2.92988
H -1.52505 -3.92756 6.05091
H 0.03944 -4.74207 6.23288
H -1.44281 -5.70736 6.08373
H -3.75518 -4.22988 1.58017
H -4.10887 -5.44254 2.83644
H -3.49996 -5.95241 1.24891
C 1.68795 1.77081 -6.51367
O 0.82768 1.38711 -5.43244
P -0.28882 2.40082 -4.78406
O -1.20130 1.34045 -4.27139
O -0.76403 3.01648 -6.21371
C -1.70650 2.27711 -6.98123
O -0.95337 3.68558 -4.00916
C -1.74150 3.38442 -2.82968
H 2.68246 1.37132 -6.32217
H 1.30342 1.33557 -7.43631
H 1.75812 2.84962 -6.62641
H -1.81939 1.25773 -6.61365
H -1.35815 2.24485 -8.01518
H -2.66936 2.78774 -6.94841
H -1.21536 2.72866 -2.14309
H -2.67922 2.93363 -3.14149
H -1.94489 4.33248 -2.33307
```

The charge is -1. The value obtained for the frontier orbital gap is 0.22064 Ha. Its total energy is -3278.54385 a.u.

Here are the Löwdin charges for atoms 1 to 4, given in e: atom 1 (O): -0.35, atom 2 (S): 0.59, atom 3 (O): -0.33, atom 4 (N): -0.21

***

No. 3
Here is an isolated molecule of CH3PS in a non-equilibrium geometry from OMol25. Energies are from ωB97M-V/def2-TZVPD.

Geometry as XYZ:
```
6
Properties=species:S:1:pos:R:3
C -0.23742 0.16838 0.78283
P 0.39515 0.67501 -0.85843
S 1.20117 -1.24798 -0.66028
H 0.60281 0.22223 1.51046
H -1.23276 -0.34870 1.04063
H -0.72895 0.53107 -1.81522
```

As for the structure (SMILES): C=[PH]=S. The value obtained for the frontier orbital gap (alpha / beta) is 0.26559 / 0.26563 Ha. Its total energy is -779.35032 a.u. The calculation puts the energy relative to the best compared isomer or geometry (same formula, charge and spin) at 1.741 eV.

Here are the Löwdin charges for atoms 1 to 4, given in e: atom 1 (C): -0.37, atom 2 (P): 0.30, atom 3 (S): 0.13, atom 4 (H): -0.01

***

No. 4
Here is an isolated molecule of C9H19N3O3 in a non-equilibrium geometry from OMol25. Energies are from ωB97M-V/def2-TZVPD.

Geometry as XYZ:
```
34
Properties=species:S:1:pos:R:3
C -1.26587 0.35464 1.66141
C 0.10671 1.02004 1.51521
C -1.80910 0.69775 3.09267
C -0.16953 1.69861 -0.92845
C -1.67263 2.08663 -0.84007
C -0.09537 0.51947 -1.99515
C 1.32356 -0.01291 -2.13001
C 1.93229 -1.07004 -1.18072
C 1.04057 -2.30079 -0.92704
H -0.49944 -1.31929 0.70680
H -0.18834 -1.22034 2.28300
H -1.98904 0.61544 0.90973
H -2.85288 0.39900 3.05236
H -1.50059 1.70298 3.32286
H -1.28719 -0.04447 3.71486
H 1.48688 1.72366 0.15901
H 0.16205 2.57334 -1.48992
H -0.85952 -0.23314 -1.73885
H -0.48885 0.73110 -3.03049
H 1.97475 0.77048 -2.28182
H 1.22241 -0.47426 -3.18201
H 2.93916 -1.38759 -1.54906
H 2.01643 -0.62489 -0.09684
H 0.33566 -2.04237 -0.14329
H 0.41239 -2.52380 -1.77670
H 1.90048 -4.10635 -0.85140
H 1.26775 -3.52800 0.53816
H -1.23163 3.20208 0.62131
N -0.94010 -1.10436 1.60148
N 0.51946 1.46150 0.27153
N 1.76583 -3.27668 -0.27924
O 0.99055 1.11558 2.41039
O -2.54312 1.60074 -1.50550
O -2.00375 2.99625 0.06578
```

As for the structure (SMILES): C[C@H](N)C(=O)N[C@@H](CCCCN)C(=O)O. The value obtained for the frontier orbital gap is 0.36602 Ha. Its total energy is -744.27515 a.u. The calculation puts the energy relative to the best compared isomer or geometry (same formula, charge and spin) at 2.458 eV.

Here are the Löwdin charges for atoms 1 to 4, given in e: atom 1 (C): -0.32, atom 2 (C): -0.41, atom 3 (C): -0.02, atom 4 (C): -0.23

***

No. 5
Here is an isolated molecule of C22H32N4O from OMol25. Energies are from ωB97M-V/def2-TZVPD.

Geometry as XYZ:
```
59
Properties=species:S:1:pos:R:3
C 3.49541 2.86811 1.51396
C 4.00638 2.25754 0.25896
N 4.56720 1.05836 0.24604
N 4.92578 0.81594 -1.01791
C 4.59437 1.84001 -1.82580
C 4.00332 2.79977 -1.03717
H 3.62260 3.75272 -1.34232
H 4.80046 1.81905 -2.87698
C 5.48124 -0.45686 -1.37698
H 5.85973 -0.41876 -2.39919
H 6.30075 -0.70060 -0.69349
C 4.42322 -1.58122 -1.27820
O 4.28336 -2.40903 -2.15338
N 3.74950 -1.53597 -0.12232
C 2.53734 -2.28828 0.11249
C 2.42246 -2.65901 1.59060
C 2.21483 -1.40587 2.43807
C 1.04704 -0.58268 1.89873
N 1.29369 -0.24202 0.51166
C 1.32988 -1.43740 -0.30517
H 1.45009 -1.14595 -1.35139
H 0.40851 -2.03940 -0.21453
C 0.42479 0.80330 -0.00996
C -1.03745 0.43302 -0.05843
C -1.86816 0.67506 1.02821
C -3.19266 0.27729 1.01082
C -3.72535 -0.37708 -0.09180
C -2.89467 -0.61644 -1.17994
C -1.57178 -0.21726 -1.16464
H -0.94683 -0.40741 -2.02576
H -3.28942 -1.12383 -2.04898
C -5.16874 -0.78508 -0.13482
H -5.24656 -1.79761 -0.53888
H -5.58471 -0.78924 0.87485
C -6.00463 0.16008 -1.01512
C -7.42965 -0.37039 -1.14826
H -7.90640 -0.42580 -0.17157
H -7.43303 -1.36531 -1.58836
H -8.02260 0.28581 -1.78141
C -6.01345 1.57242 -0.43786
H -6.58787 2.24014 -1.07615
H -5.00043 1.95999 -0.35754
H -6.46402 1.57441 0.55279
H -5.54788 0.19511 -2.01047
H -3.82110 0.47816 1.86710
H -1.47704 1.18820 1.89576
H 0.56493 1.68240 0.62546
H 0.78376 1.04729 -1.01449
H 0.95948 0.34427 2.47050
H 0.10781 -1.15248 2.01968
H 3.11701 -0.79304 2.42273
H 2.01426 -1.68628 3.47361
H 3.32108 -3.18854 1.91011
H 1.56936 -3.32933 1.71344
H 2.58767 -3.18562 -0.51306
H 3.85944 -0.69032 0.43791
H 3.46030 2.11813 2.29893
H 2.49924 3.27693 1.35678
H 4.14812 3.68058 1.83312
```

As for the structure (SMILES): Cc1ccn(CC(=O)N[C@H]2CCCN(Cc3ccc(CC(C)C)cc3)C2)n1. The value obtained for the frontier orbital gap is 0.34201 Ha. Its total energy is -1151.80920 a.u. The calculation puts the energy relative to the best compared isomer or geometry (same formula, charge and spin) at 0.833 eV.

Here are the Löwdin charges for atoms 1 to 4, given in e: atom 1 (C): -0.03, atom 2 (C): -0.35, atom 3 (N): 0.10, atom 4 (N): -0.16

***

No. 6
Here is an isolated molecule of ClH2OP in a non-equilibrium geometry from OMol25. Energies are from ωB97M-V/def2-TZVPD.

Geometry as XYZ:
```
5
Properties=species:S:1:pos:R:3
O -0.97857 0.50552 0.63409
P 0.04080 -0.75517 0.36085
Cl 1.96668 0.11149 0.14121
H -0.98776 1.05269 -0.17772
H -0.04115 -0.91454 -0.95843
```

As for the structure (SMILES): OPCl. The value obtained for the frontier orbital gap is 0.38500 Ha. Its total energy is -878.00675 a.u. The calculation puts the energy relative to the best compared isomer or geometry (same formula, charge and spin) at 0.000 eV.

Here are the Löwdin charges for atoms 1 to 4, given in e: atom 1 (O): -0.43, atom 2 (P): 0.48, atom 3 (Cl): 0.05, atom 4 (H): 0.05

***

No. 7
Here is a cluster of 2 separate species, C2H8OS2 in total from OMol25. Energies are from ωB97M-V/def2-TZVPD.

Geometry as XYZ:
```
13
Properties=species:S:1:pos:R:3
C 0.42342 -0.61116 1.76854
C 0.75048 -0.52132 0.26983
S 1.42851 1.11042 -0.12986
S 0.77503 1.36282 -2.07266
H 0.85226 0.18360 2.38101
H -0.64530 -0.62934 1.97771
H 0.81711 -1.54137 2.18060
H 1.46013 -1.30869 0.01644
H -0.17735 -0.59895 -0.29502
H 1.83533 0.80669 -2.67914
H -2.44166 1.32392 -0.84049
H -2.36969 -0.20209 -1.12101
O -2.70826 0.62547 -1.45594
```

As for the structure (SMILES): CCSS.O. The value obtained for the frontier orbital gap is 0.36054 Ha. Its total energy is -952.60002 a.u. The calculation puts the energy relative to the best compared isomer or geometry (same formula, charge and spin) at 0.369 eV.

Here are the Löwdin charges for atoms 1 to 4, given in e: atom 1 (C): -0.18, atom 2 (C): -0.62, atom 3 (S): 0.41, atom 4 (S): 0.32

***

No. 8
Here is a structure of composition C22H15LiN4O4 from OMol25. Energies are from ωB97M-V/def2-TZVPD.

Geometry as XYZ:
```
46
Properties=species:S:1:pos:R:3
Li -0.13926 -0.26568 -0.18642
C -0.16121 2.73086 3.51539
C 0.92879 3.56825 3.38515
C 1.77315 3.40668 2.29880
C 1.50498 2.40887 1.36775
N 0.44924 1.59744 1.49155
C -0.35859 1.76341 2.54498
C 2.40206 2.19928 0.17043
C 3.51533 3.00940 -0.00846
C 4.32392 2.80468 -1.10428
C 4.00167 1.79911 -1.98971
C 2.87426 1.02231 -1.75463
N 2.07938 1.21823 -0.68651
C 2.52511 -0.08080 -2.72310
C 3.30985 -0.32431 -3.84574
C 2.96216 -1.34660 -4.71075
C 1.84094 -2.10023 -4.43363
C 1.11346 -1.79341 -3.29654
N 1.43787 -0.80485 -2.44901
H -0.85062 2.81762 4.34774
H 1.12804 4.34268 4.11735
H 2.62624 4.06242 2.19742
H -1.19357 1.07553 2.58642
H 3.75797 3.79298 0.69240
H 5.20038 3.42378 -1.26764
H 4.63112 1.63100 -2.85038
H 4.18929 0.26691 -4.06175
H 3.56652 -1.54525 -5.58861
H 1.52559 -2.91255 -5.07885
H 0.22755 -2.35222 -3.03601
O -1.12623 -1.82044 -1.06877
C -2.14936 -2.41652 -0.72479
C -2.93224 -2.12960 0.44396
C -4.06861 -2.90286 0.68630
C -4.83779 -2.66044 1.78546
C -4.49392 -1.62763 2.68604
C -3.38675 -0.85951 2.46790
C -2.53384 -1.06644 1.32634
O -1.50062 -0.36017 1.11145
N -6.03269 -3.48382 2.02898
O -6.30696 -4.36901 1.23125
O -6.70136 -3.23882 3.02134
H -2.51944 -3.24756 -1.35101
H -4.34876 -3.70110 0.00463
H -5.12951 -1.46437 3.54831
H -3.12352 -0.06724 3.15924
```

The value obtained for the frontier orbital gap is 0.28163 Ha. Its total energy is -1374.89043 a.u.

Here are the Löwdin charges for atoms 1 to 4, given in e: atom 1 (Li): 0.70, atom 2 (C): -0.05, atom 3 (C): -0.06, atom 4 (C): -0.02